The molecule FHO2S in a non-equilibrium geometry. Source: OMol25; level of theory: ωB97M-V/def2-TZVPD.

```
5
Properties=species:S:1:pos:R:3:forces:R:3:mulliken_spin:R:1
O 0.12225 1.08806 -1.78538 -0.53 1.20 -0.64 0.3477
O -1.61057 -0.66036 -1.19809 -2.34 -0.71 0.07 0.3108
F 0.84335 -1.24505 -1.38085 0.07 -0.70 -0.38 0.1705
S -0.33247 -0.07300 -1.05000 3.10 -0.02 -5.14 0.3798
H -0.15404 -0.05037 0.45447 -0.30 0.23 6.09 0.7911
```
Positions in Å, forces in eV/Å.

Properties
**Expectation value of S²**: 2.0105
**Multiplicity**: 3
**HOMO-LUMO gap (alpha / beta)**: 7.11 / 7.29 eV
**Energy above the lowest of the compared OMol25 structures with the same formula, charge and spin**: 3.746 eV
**Calculated total energy**: -648.842946 Ha

***

A structure of composition FLaNO2S2 in a non-equilibrium geometry. Source: OMol25; level of theory: ωB97M-V/def2-TZVPD.

```
7
Properties=species:S:1:pos:R:3:forces:R:3:lowdin_charge:R:1
La 1.53831 1.20822 1.33927 -3.77 -1.01 -0.70 2.0762
F -0.98899 1.87542 1.89330 2.91 -0.72 -0.59 -0.7076
N -1.13607 -0.13519 -0.91047 0.51 1.69 0.99 -0.6025
S -0.85332 1.33103 -0.44367 0.18 -1.46 -0.35 0.7375
S -0.07415 -1.48068 -0.40837 -0.09 -2.08 -3.42 0.7528
O 1.15049 -0.78545 0.26570 0.98 2.49 1.36 -0.8213
O 0.36373 -2.01335 -1.73575 -0.73 1.09 2.70 -0.4351
```
Positions in Å, forces in eV/Å.

Properties
**Total charge**: +1
**Multiplicity**: 1
**HOMO-LUMO gap**: 6.45 eV
**Energy above the lowest of the compared OMol25 structures with the same formula, charge and spin**: 0.000 eV
**Calculated total energy**: -1132.746751 Ha

***

What is the formula in the first record?
FHO2S

***

Among the records above, which one has the highest multiplicity?
FHO2S

***

The highest calculated total energy belongs to which entry?
FHO2S

***

calculated total energy of number 2 (FLaNO2S2)?
-1132.746751 Ha